{
  "formula": "C35H49AsBEuN9O6SSi",
  "method": "wB97M-V/def2-TZVPD",
  "species": ["Eu", "O", "As", "O", "O", "C", "C", "C", "C", "C", "C", "S", "O", "O", "O", "H", "H", "H", "H", "H", "N", "C", "C", "N", "H", "H", "H", "H", "H", "H", "H", "H", "C", "C", "N", "C", "C", "C", "C", "N", "H", "H", "H", "H", "H", "H", "H", "H", "H", "H", "H", "H", "H", "H", "C", "C", "C", "C", "C", "C", "Si", "C", "C", "C", "C", "C", "C", "C", "C", "C", "C", "C", "C", "H", "H", "H", "H", "H", "H", "H", "H", "H", "H", "H", "H", "H", "H", "H", "N", "C", "N", "N", "C", "N", "H", "H", "H", "H", "B", "C", "N", "H", "H", "H"],
  "xyz": [[-0.22, 0.16, -1.13], [3.69, -1.37, -3.79], [1.96, -0.95, -3.72], [1.73, 0.05, -5.02], [1.76, -0.29, -2.19], [1.35, -2.79, -4.05], [2.24, -3.68, -4.63], [1.81, -4.97, -4.94], [0.51, -5.37, -4.69], [-0.39, -4.49, -4.10], [0.04, -3.21, -3.79], [-0.98, -2.13, -2.82], [-2.33, -2.63, -2.85], [-0.77, -0.81, -3.42], [-0.28, -2.20, -1.54], [4.11, -0.53, -4.02], [3.25, -3.37, -4.84], [2.51, -5.67, -5.39], [0.19, -6.38, -4.93], [-1.41, -4.77, -3.88], [2.22, 2.28, -1.09], [1.93, 3.41, -1.96], [1.36, 2.93, -3.28], [0.14, 2.15, -3.09], [2.61, 2.59, -0.20], [2.84, 1.61, -1.53], [2.81, 4.03, -2.18], [1.21, 4.06, -1.44], [2.09, 2.28, -3.77], [1.21, 3.80, -3.94], [0.09, 1.45, -3.83], [-0.70, 2.70, -3.14], [3.46, -5.12, 0.06], [2.62, -4.04, -0.61], [2.32, -2.90, 0.23], [3.31, -1.83, 0.32], [4.02, -1.82, 1.67], [1.08, -2.71, 0.78], [0.16, -3.90, 0.86], [0.75, -1.55, 1.21], [3.70, -5.92, -0.65], [2.93, -5.55, 0.91], [4.41, -4.70, 0.42], [1.69, -4.46, -0.98], [3.15, -3.67, -1.50], [2.81, -0.88, 0.17], [4.01, -1.95, -0.51], [3.29, -1.75, 2.47], [4.69, -0.95, 1.74], [4.63, -2.72, 1.82], [-0.29, -4.07, -0.12], [-0.65, -3.70, 1.56], [0.68, -4.81, 1.17], [-0.15, -1.57, 1.68], [-4.09, 4.77, 1.60], [-3.58, 4.26, 2.78], [-2.46, 3.44, 2.77], [-1.80, 3.09, 1.57], [-2.34, 3.64, 0.40], [-3.46, 4.47, 0.40], [-0.22, 1.94, 1.43], [-0.36, 1.15, 3.21], [-1.31, 0.12, 3.37], [-1.56, -0.49, 4.59], [-0.86, -0.09, 5.72], [0.07, 0.93, 5.61], [0.31, 1.54, 4.38], [1.09, 3.32, 1.80], [2.37, 2.95, 2.24], [3.40, 3.87, 2.43], [3.18, 5.22, 2.17], [1.92, 5.62, 1.72], [0.90, 4.69, 1.55], [-4.98, 5.40, 1.60], [-4.06, 4.49, 3.73], [-2.08, 3.06, 3.71], [-1.87, 3.40, -0.55], [-3.84, 4.86, -0.54], [-1.87, -0.21, 2.50], [-2.29, -1.29, 4.64], [-1.04, -0.57, 6.68], [0.62, 1.27, 6.49], [1.03, 2.35, 4.33], [2.58, 1.90, 2.43], [4.37, 3.54, 2.77], [3.97, 5.95, 2.31], [1.74, 6.67, 1.51], [-0.07, 5.04, 1.21], [-4.81, 0.82, 0.38], [-5.45, 0.65, -0.79], [-6.73, 0.22, -0.71], [-4.98, 0.88, -2.00], [-3.65, 1.08, -2.05], [-2.51, 1.28, -2.11], [-5.10, 0.26, 1.16], [-3.81, 0.96, 0.33], [-7.16, 0.00, 0.17], [-7.21, 0.03, -1.57], [-3.85, -2.66, 1.44], [-2.88, -1.67, 0.62], [-2.24, -0.84, 0.12], [-4.07, -3.66, 0.79], [-3.29, -2.92, 2.50], [-4.89, -2.04, 1.66]],
  "charge": -2,
  "orbital_gap_ev": [4.784, 5.839],
  "multiplicity": 8,
  "largest_force_ev_per_a": 2.24
}

***

{
  "formula": "C35H49AsN3O6S2Si2W",
  "method": "wB97M-V/def2-TZVPD",
  "species": ["W", "C", "Si", "C", "C", "C", "C", "C", "C", "C", "C", "N", "Si", "C", "C", "C", "H", "H", "H", "H", "H", "H", "H", "H", "H", "H", "H", "H", "H", "H", "H", "H", "H", "H", "H", "H", "H", "H", "O", "As", "O", "O", "C", "C", "C", "C", "C", "C", "S", "O", "O", "O", "H", "H", "H", "H", "H", "C", "C", "C", "C", "C", "C", "C", "C", "C", "C", "C", "C", "N", "H", "H", "H", "H", "H", "H", "H", "H", "H", "H", "H", "H", "H", "H", "H", "H", "H", "S", "C", "N", "C", "C", "C", "C", "H", "H", "H", "H", "H"],
  "xyz": [[0.00, 0.32, 0.64], [-4.02, -1.15, 2.02], [-3.05, 0.27, 2.81], [-4.39, 1.54, 3.28], [-2.42, -0.30, 4.50], [-1.80, 0.95, 1.64], [-1.94, 2.14, 0.93], [-2.86, 3.24, 0.91], [-2.74, 4.20, -0.05], [-1.74, 4.13, -1.04], [-0.85, 3.09, -0.97], [-0.92, 2.18, 0.00], [1.31, 2.61, 2.93], [1.09, 1.68, 4.55], [0.16, 4.08, 2.89], [3.09, 3.18, 2.77], [-4.88, -1.42, 2.63], [-3.40, -2.04, 1.90], [-4.37, -0.84, 1.03], [-5.00, 1.07, 4.06], [-5.05, 1.80, 2.45], [-3.97, 2.46, 3.70], [-3.12, -1.02, 4.92], [-2.38, 0.56, 5.17], [-1.43, -0.75, 4.47], [-3.65, 3.29, 1.64], [-3.45, 5.02, -0.06], [-1.65, 4.87, -1.82], [-0.06, 2.97, -1.70], [0.70, 2.38, 5.30], [2.02, 1.27, 4.94], [0.37, 0.87, 4.45], [-0.87, 3.77, 3.09], [0.17, 4.57, 1.91], [0.45, 4.82, 3.64], [3.76, 2.34, 2.60], [3.41, 3.70, 3.68], [3.20, 3.87, 1.93], [3.11, -0.41, 2.66], [2.49, -0.74, 1.01], [3.72, -0.59, -0.07], [0.97, 1.65, 1.66], [2.30, -2.68, 1.35], [3.36, -3.52, 1.06], [3.27, -4.88, 1.35], [2.12, -5.41, 1.92], [1.04, -4.58, 2.19], [1.15, -3.23, 1.90], [-0.26, -2.19, 2.12], [-1.30, -2.95, 2.74], [0.15, -0.93, 2.76], [-0.58, -1.72, 0.72], [2.53, 0.22, 3.10], [4.24, -3.10, 0.60], [4.11, -5.53, 1.13], [2.06, -6.47, 2.15], [0.13, -4.97, 2.62], [3.56, 2.51, -2.90], [2.18, 2.70, -2.26], [2.36, 2.73, -0.76], [1.24, 1.67, -2.90], [0.88, 1.98, -4.21], [0.25, 1.07, -5.04], [0.15, -0.24, -4.59], [0.51, -0.61, -3.30], [0.73, -2.11, -3.14], [1.99, -2.48, -3.95], [0.91, -2.68, -1.75], [0.84, 0.42, -2.36], [0.69, 0.23, -1.00], [4.24, 3.30, -2.57], [3.52, 2.52, -3.99], [3.98, 1.55, -2.58], [1.80, 3.68, -2.57], [2.82, 1.80, -0.40], [1.44, 2.89, -0.21], [3.04, 3.55, -0.51], [1.11, 2.97, -4.57], [-0.08, 1.35, -6.03], [-0.16, -1.02, -5.27], [-0.12, -2.62, -3.62], [2.87, -2.01, -3.49], [1.93, -2.15, -4.98], [2.14, -3.56, -3.93], [1.82, -2.28, -1.30], [1.02, -3.77, -1.81], [0.07, -2.46, -1.09], [-2.41, -0.03, -1.42], [-2.56, -1.53, -2.13], [-2.50, -1.64, -3.50], [-2.62, -2.80, -4.19], [-2.82, -3.97, -3.54], [-2.87, -3.93, -2.12], [-2.74, -2.77, -1.44], [-2.27, -0.78, -3.98], [-2.54, -2.71, -5.26], [-2.92, -4.89, -4.09], [-3.02, -4.85, -1.57], [-2.78, -2.72, -0.36]],
  "charge": -1,
  "orbital_gap_ev": [5.787, 5.788],
  "multiplicity": 1,
  "largest_force_ev_per_a": 1.28
}

***

{
  "formula": "C35H49Br2ClN7P",
  "method": "wB97M-V/def2-TZVPD",
  "species": ["C", "C", "Cl", "C", "P", "C", "C", "Br", "C", "C", "Br", "H", "H", "H", "H", "H", "H", "H", "H", "H", "H", "H", "H", "H", "H", "C", "C", "C", "N", "C", "H", "H", "H", "H", "H", "C", "C", "C", "N", "C", "H", "H", "H", "H", "H", "C", "C", "C", "N", "C", "H", "H", "H", "H", "H", "C", "C", "C", "N", "C", "H", "H", "H", "H", "H", "C", "C", "C", "N", "C", "H", "H", "H", "H", "H", "C", "C", "C", "N", "C", "H", "H", "H", "H", "H", "C", "C", "C", "N", "C", "H", "H", "H", "H", "H"],
  "xyz": [[2.19, 0.54, 0.21], [1.25, 0.35, -1.12], [2.39, 0.45, -2.62], [0.14, 1.58, -1.31], [-0.90, 1.92, 0.26], [-0.82, 3.86, 0.45], [-2.76, 1.56, 0.00], [-3.74, 2.21, 1.67], [-3.16, -0.02, -0.14], [-2.17, -0.90, -1.11], [-3.31, -1.00, 1.59], [3.23, -0.01, 0.04], [1.68, 0.01, 1.12], [2.38, 1.68, 0.48], [0.77, -0.72, -1.15], [-0.53, 1.43, -2.28], [0.79, 2.55, -1.52], [-1.78, 4.31, 0.95], [-0.79, 4.28, -0.66], [0.17, 4.18, 0.99], [-3.18, 2.15, -0.92], [-4.24, -0.06, -0.65], [-2.73, -1.90, -1.42], [-1.23, -1.20, -0.44], [-1.83, -0.32, -2.10], [5.75, 4.60, -3.93], [6.07, 3.93, -5.13], [5.15, 2.92, -5.30], [4.28, 2.96, -4.24], [4.63, 3.98, -3.40], [6.27, 5.44, -3.49], [6.89, 4.16, -5.80], [5.03, 2.18, -6.08], [3.50, 2.33, -4.10], [4.07, 4.18, -2.50], [-8.06, -2.94, -1.44], [-7.87, -1.54, -1.36], [-6.69, -1.32, -0.69], [-6.16, -2.53, -0.36], [-6.98, -3.53, -0.81], [-8.88, -3.47, -1.90], [-8.53, -0.78, -1.76], [-6.19, -0.40, -0.43], [-5.29, -2.67, 0.15], [-6.73, -4.57, -0.65], [6.66, 8.75, -0.78], [6.14, 7.62, -1.47], [6.15, 6.56, -0.59], [6.66, 7.01, 0.60], [6.97, 8.34, 0.49], [6.79, 9.75, -1.18], [5.79, 7.59, -2.49], [5.84, 5.53, -0.71], [6.80, 6.44, 1.43], [7.39, 8.88, 1.33], [9.56, 9.73, -5.33], [8.43, 9.52, -6.16], [7.59, 8.66, -5.49], [8.17, 8.33, -4.30], [9.37, 8.99, -4.19], [10.41, 10.36, -5.55], [8.24, 9.96, -7.13], [6.63, 8.25, -5.76], [7.78, 7.71, -3.60], [9.99, 8.87, -3.31], [-1.64, -5.05, -0.32], [-2.38, -4.38, 0.68], [-3.65, -4.91, 0.69], [-3.70, -5.88, -0.28], [-2.48, -5.98, -0.90], [-0.61, -4.87, -0.60], [-2.02, -3.58, 1.33], [-4.51, -4.69, 1.30], [-4.51, -6.44, -0.50], [-2.32, -6.69, -1.69], [-6.29, -7.69, 4.51], [-4.92, -7.79, 4.16], [-4.76, -7.18, 2.94], [-5.99, -6.71, 2.53], [-6.93, -7.01, 3.49], [-6.77, -8.07, 5.40], [-4.14, -8.26, 4.74], [-3.89, -7.03, 2.32], [-6.17, -6.22, 1.67], [-7.96, -6.72, 3.36], [-2.63, -7.02, 8.57], [-2.21, -8.17, 9.27], [-2.58, -9.26, 8.53], [-3.21, -8.82, 7.40], [-3.25, -7.45, 7.41], [-2.50, -5.98, 8.87], [-1.69, -8.19, 10.22], [-2.45, -10.32, 8.70], [-3.60, -9.40, 6.67], [-3.70, -6.89, 6.60]],
  "orbital_gap_ev": 7.963,
  "smiles": "C[C@H](Cl)CP(C)[C@H](Br)[C@@H](C)Br.c1cc[nH]c1.c1cc[nH]c1.c1cc[nH]c1.c1cc[nH]c1.c1cc[nH]c1.c1cc[nH]c1.c1cc[nH]c1",
  "multiplicity": 1,
  "largest_force_ev_per_a": 2.80
}